A cluster of 7 separate species, C38H114N18O7P6S in total. Source: the Open Molecules 2025 dataset; level of theory: ωB97M-V/def2-TZVPD.

For the strongest force on any atom, the calculation gives 1.9 eV/A. The LUMO energy comes out at 0.4 eV. The energy is -5475.07976 a.u. Its relative energy (zero: lowest compared OMol25 entry of this formula, charge and spin) is 5.11 kcal per mole. Its molar mass is 1153.360 g/mol. For the HOMO energy, the calculation gives -8.032 eV. The gap between HOMO and LUMO is 8.475 eV.

```
184
Properties=species:S:1:pos:R:3:forces:R:3
O -1.7199 -2.7039 6.6534 -0.2 0.8 0.1
P -0.8372 -2.8704 5.4854 0.1 -1.0 0.5
N 0.7524 -3.0407 5.9643 0.3 -0.6 -0.6
C 1.6379 -4.0507 5.3768 -0.1 0.3 0.3
C 1.2600 -2.3799 7.1603 -0.4 -0.4 0.0
N -0.8937 -1.6627 4.3427 -0.5 0.4 0.2
C 0.2262 -1.5833 3.4157 -0.2 -0.7 0.5
C -1.2910 -0.3594 4.8918 -0.2 0.0 -0.6
N -1.1937 -4.2667 4.6454 0.5 0.3 -1.0
C -1.9245 -4.2021 3.3816 0.1 -0.4 -0.1
C -1.4909 -5.4367 5.4458 -0.8 0.1 1.1
H 1.6367 -4.9559 5.9951 0.2 0.0 0.0
H 2.6464 -3.6393 5.3158 0.1 -0.1 0.0
H 1.3175 -4.3489 4.3834 0.0 0.1 -0.1
H 1.6321 -1.3717 6.9584 -0.1 0.1 0.1
H 2.0925 -2.9571 7.5652 0.0 -0.1 0.0
H 0.4597 -2.3874 7.9009 0.1 0.4 0.1
H 0.4013 -2.5744 2.9917 0.1 0.1 -0.2
H -0.0614 -0.9057 2.6169 0.3 0.2 -0.1
H 1.1409 -1.3150 3.9574 0.1 0.4 -0.4
H -0.5692 0.0055 5.6282 -0.2 0.1 0.2
H -1.3489 0.3650 4.0734 0.2 -0.1 -0.1
H -2.3062 -0.4306 5.2736 0.2 0.0 0.5
H -1.7834 -5.1506 2.8563 -0.1 -0.1 0.1
H -2.9962 -4.0337 3.5315 0.0 0.1 -0.1
H -1.5171 -3.4552 2.7079 -0.1 0.2 0.2
H -1.8896 -6.2580 4.8534 0.4 0.0 -0.3
H -2.2851 -5.2182 6.1754 0.0 0.1 -0.1
H -0.6495 -5.7700 6.0557 0.2 0.0 -0.3
O -0.5178 -3.5623 -1.7827 0.1 0.2 -0.1
P -1.7760 -3.7389 -2.5393 1.0 0.6 0.5
N -2.1997 -5.2808 -2.8925 -1.6 -0.9 -0.2
C -1.4001 -6.0863 -3.7854 1.5 0.9 -0.2
C -3.0022 -6.0774 -1.9515 0.9 0.7 0.5
N -1.6859 -2.9610 -4.0045 -0.2 -0.6 -0.7
C -2.5523 -3.2317 -5.1447 -0.1 0.4 0.3
C -0.9043 -1.7663 -4.1064 1.1 1.0 0.7
N -3.0184 -3.1022 -1.6531 -0.1 -0.6 1.0
C -2.6835 -2.0082 -0.7409 -0.1 -0.3 0.0
C -4.3842 -3.0678 -2.1007 0.0 0.0 -0.7
H -1.9334 -6.9042 -4.2629 -0.3 0.2 0.0
H -0.4949 -6.4908 -3.3087 -0.3 -0.2 0.3
H -0.9613 -5.3991 -4.5170 -0.3 -0.3 -0.3
H -3.4841 -6.9037 -2.4665 -0.1 0.0 0.0
H -3.7130 -5.4287 -1.4500 -0.3 -0.2 -0.1
H -2.3420 -6.4397 -1.1544 -0.1 -0.4 -0.1
H -3.0418 -2.3007 -5.4509 0.1 0.0 -0.1
H -1.9682 -3.6193 -5.9828 -0.1 -0.1 -0.1
H -3.3527 -3.9180 -4.8767 0.2 -0.2 -0.1
H -1.4712 -0.8358 -3.9515 -0.3 -0.1 -0.2
H -0.1341 -1.7486 -3.3305 -0.2 -0.3 0.1
H -0.3072 -1.6427 -5.0169 -0.5 -0.4 -0.3
H -3.4046 -1.9383 0.0790 -0.5 0.1 -0.4
H -1.7646 -2.2152 -0.1969 0.4 0.2 -0.6
H -2.6699 -1.1066 -1.3601 0.2 0.5 0.7
H -5.0569 -3.1059 -1.2434 -0.1 0.1 0.0
H -4.5950 -3.9236 -2.7456 0.0 0.0 0.1
H -4.5863 -2.1774 -2.7128 -0.2 0.1 0.2
O 0.6872 5.7700 5.3746 0.1 0.2 0.0
P 1.4331 4.6097 5.8950 -0.6 -0.3 0.7
N 1.4370 3.3880 4.8215 0.2 -0.3 -1.2
C 1.0040 3.5874 3.4396 0.3 -0.1 -0.1
C 2.0037 2.0818 5.1031 -0.5 0.1 1.1
N 0.7403 4.0036 7.2788 0.0 0.2 0.7
C 1.4582 3.2654 8.3125 -0.3 -0.8 -0.7
C -0.6822 4.3146 7.4470 0.5 1.1 -0.8
N 3.0283 4.7930 6.3299 0.2 0.5 0.0
C 3.9688 4.9414 5.2104 -0.2 -0.9 -0.2
C 3.2938 5.7572 7.3886 -0.1 0.2 0.6
H 0.3915 2.7432 3.1283 -0.2 0.1 0.0
H 1.8499 3.6183 2.7438 0.0 0.0 0.0
H 0.4414 4.5103 3.3394 0.0 0.0 0.1
H 3.0103 2.1359 5.5318 0.2 0.0 -0.6
H 1.9143 1.4644 4.2143 0.4 0.0 0.0
H 1.4373 1.5822 5.9028 -0.2 0.0 -0.2
H 2.3462 3.7909 8.6459 0.0 -0.1 0.3
H 0.8168 2.9932 9.1507 -0.1 0.5 0.1
H 1.7481 2.2857 7.9147 0.4 0.1 0.1
H -1.0738 3.8691 8.3534 -0.1 -0.2 -0.1
H -0.7845 5.4063 7.4547 -0.2 -0.1 0.6
H -1.2362 4.0801 6.5324 -0.2 -0.7 0.3
H 3.5729 5.5307 4.3790 0.1 0.4 0.2
H 4.9052 5.3380 5.5926 0.0 0.2 -0.1
H 4.1800 3.9557 4.7845 0.1 0.0 0.1
H 3.2605 6.8060 7.0734 0.2 -0.1 -0.3
H 4.2585 5.5248 7.8453 0.1 0.2 -0.1
H 2.5566 5.7089 8.1908 -0.1 -0.2 -0.2
O 4.1474 -3.2647 0.1840 -0.6 -0.2 0.3
P 5.3708 -3.2481 -0.6180 0.8 1.1 -0.8
N 6.3144 -1.9104 -0.3312 -0.2 -0.2 0.8
C 7.7506 -1.8531 -0.2176 0.5 -0.5 -0.5
C 5.6274 -0.6358 -0.4847 0.5 0.1 -1.0
N 5.0312 -3.0730 -2.2278 -0.7 -0.4 -0.3
C 3.6844 -3.4407 -2.6721 -0.1 0.1 0.4
C 6.0054 -2.9198 -3.2846 -0.3 -0.1 -0.3
N 6.4161 -4.5253 -0.4997 -0.2 -0.6 0.2
C 6.1929 -5.6915 -1.3549 0.5 0.4 -0.9
C 6.9454 -4.8229 0.8265 0.2 1.0 0.6
H 8.2467 -2.3995 -1.0323 -0.1 0.0 0.0
H 8.1376 -2.3041 0.6996 -0.1 0.3 0.1
H 8.1050 -0.8272 -0.3014 -0.2 0.1 0.2
H 4.5707 -0.7485 -0.7154 -0.1 -0.3 0.5
H 6.0234 -0.1830 -1.4070 0.1 0.4 0.3
H 5.7839 0.0290 0.3639 -0.1 0.0 0.0
H 2.9950 -2.6171 -2.4756 -0.1 -0.1 -0.1
H 3.6615 -3.6779 -3.7358 0.2 0.0 0.0
H 3.3284 -4.3030 -2.1074 -0.2 0.0 -0.1
H 6.0380 -3.8491 -3.8694 0.4 0.0 0.0
H 5.7015 -2.1454 -3.9979 0.0 0.1 0.2
H 6.9886 -2.6501 -2.9078 0.0 -0.2 0.1
H 5.3903 -5.5401 -2.0778 -0.3 0.1 0.4
H 7.0626 -5.8185 -2.0110 0.1 -0.4 0.3
H 5.9980 -6.5925 -0.7789 0.0 0.0 0.0
H 7.1224 -5.8801 0.9958 0.1 -0.1 -0.2
H 6.2871 -4.4703 1.6297 -0.3 -0.2 -0.2
H 7.8584 -4.2415 0.9852 0.2 -0.5 0.0
O -3.7608 1.9626 -0.9959 0.0 -0.2 -0.2
P -4.7146 2.3890 0.0567 1.2 0.6 -0.5
N -4.3069 1.9189 1.5788 -0.3 -0.3 0.5
C -3.7379 2.8011 2.5860 -0.7 0.1 0.4
C -4.0884 0.4988 1.7673 0.2 -0.5 -0.7
N -6.2256 1.7883 -0.2208 -0.3 0.1 0.9
C -6.5095 1.0188 -1.4133 0.0 0.3 -0.6
C -7.1485 1.5477 0.9033 -0.1 -0.3 -1.3
N -4.7309 4.0367 0.1576 -0.6 0.1 0.6
C -5.7528 4.7796 0.8952 0.7 0.5 -1.4
C -3.6441 4.8357 -0.3728 -0.2 -0.2 -0.9
H -3.5899 2.1842 3.4732 0.5 0.1 0.0
H -4.4736 3.5416 2.9153 0.0 0.1 -0.2
H -2.8375 3.3458 2.2975 0.2 -0.3 0.0
H -4.6935 -0.0641 1.0466 -0.2 0.1 0.2
H -4.3363 0.1669 2.7753 0.0 0.1 0.0
H -3.0688 0.1953 1.4905 0.1 0.1 0.4
H -6.7898 -0.0100 -1.1683 0.1 0.0 0.0
H -7.3160 1.4563 -2.0138 -0.2 0.0 0.3
H -5.6340 1.0395 -2.0603 0.1 -0.2 0.1
H -7.2902 2.4078 1.5446 0.3 -0.1 0.3
H -8.1186 1.3685 0.4334 -0.1 -0.1 0.2
H -6.8304 0.6509 1.4363 -0.2 0.1 0.4
H -6.1722 5.5314 0.2122 -0.1 0.0 0.1
H -6.5755 4.1341 1.1633 0.0 0.0 0.5
H -5.2641 5.3395 1.6950 -0.4 -0.2 0.4
H -3.9603 5.3014 -1.3163 0.1 0.1 0.1
H -2.8187 4.1734 -0.6254 0.2 0.2 0.2
H -3.3264 5.6368 0.2968 0.0 -0.2 0.3
O 2.0560 3.2823 -8.0310 0.0 0.3 -0.2
P 0.6252 3.1416 -7.7112 -0.6 -0.3 -0.2
N -0.0620 1.6866 -8.1749 -0.8 -0.6 0.6
C -0.1735 0.5844 -7.2243 -0.2 0.5 0.6
C 0.1520 1.2723 -9.5627 1.0 0.5 0.4
N -0.3102 4.2774 -8.4909 0.9 0.4 -0.8
C 0.2346 4.9048 -9.7241 -1.0 -0.3 0.9
C -1.7171 4.4350 -8.2498 -0.5 -0.5 0.6
N 0.3386 3.2241 -6.0903 -0.1 0.1 0.5
C 1.3922 3.7649 -5.2389 -0.7 0.7 0.3
C -0.8973 3.0281 -5.3476 0.3 0.2 0.1
H -0.8463 -0.1815 -7.6115 0.6 -0.3 -0.4
H -0.7173 0.8855 -6.3284 0.2 0.2 0.0
H 0.8071 0.2411 -6.8802 -0.1 -0.6 -0.2
H -0.1369 0.2345 -9.6965 -0.5 0.1 -0.1
H 1.2292 1.2968 -9.7794 -0.1 0.1 -0.2
H -0.3418 1.9806 -10.2261 -0.2 -0.3 -0.2
H -0.6198 5.4046 -10.1794 0.2 0.2 -0.2
H 0.9782 5.6435 -9.4420 0.3 -0.1 -0.4
H 0.5831 4.1456 -10.4204 0.4 0.2 -0.1
H -1.9157 4.3651 -7.1799 0.0 0.2 0.0
H -2.0757 5.4127 -8.5686 0.1 0.0 -0.1
H -2.3589 3.6573 -8.6928 0.2 0.1 -0.3
H 0.9950 4.6230 -4.6756 0.0 0.1 -0.3
H 1.6711 3.0756 -4.4352 0.4 -0.3 -0.4
H 2.1931 4.1243 -5.8751 0.4 -0.3 0.3
H -1.7395 2.7673 -5.9812 0.1 -0.4 0.0
H -1.1861 3.9406 -4.8108 0.1 0.1 -0.1
H -0.7015 2.2790 -4.5720 -0.4 -0.2 -0.1
C 1.3473 0.1415 0.2617 -0.8 0.1 0.9
S -0.1033 1.2317 0.4125 0.5 -1.2 -0.5
O 0.4436 2.5692 0.7435 -0.2 0.4 -0.4
C -0.4473 1.0957 -1.3720 -0.4 1.2 0.2
H 0.9418 -0.8482 0.0466 0.3 -0.1 -0.1
H 1.7692 0.1651 1.2660 0.4 -0.2 -0.1
H 2.0414 0.5078 -0.4887 0.0 0.0 0.0
H -1.4706 1.4323 -1.5520 0.0 -0.1 0.0
H -0.2961 0.0923 -1.7585 0.1 -0.1 0.2
H 0.2411 1.8265 -1.8044 0.1 -0.2 -0.2
```
Positions in Å, forces in eV/Å.



A structure of composition C37H46N2PSi2Ti. Source: the Open Molecules 2025 dataset; level of theory: ωB97M-V/def2-TZVPD.

For the strongest force on any atom, the calculation gives 0.4 eV/A. The multiplicity is 2. The LUMO energy (spin up / spin down) comes out at -6.1 / -5.9 eV. The energy is -3316.45588 a.u. Its relative energy (zero: lowest compared OMol25 entry of this formula, charge and spin) is 8.74 kcal per mole. Its molar mass is 653.802 g/mol. As for the total charge: +2. For the HOMO energy (spin up / spin down), the calculation gives -13.772 / -13.859 eV. The gap between HOMO and LUMO (spin up / spin down) is 7.675 / 7.939 eV.

```
89
Properties=species:S:1:pos:R:3:forces:R:3
Ti 0.5016 -0.2034 0.4697 -0.3 0.3 0.1
C 2.1234 1.6434 -3.0693 0.0 0.0 0.0
C 2.2038 0.2989 -2.4071 -0.1 0.0 0.0
C 2.4385 0.1940 -1.0255 0.1 0.1 -0.1
C 2.6258 -1.0551 -0.4187 0.0 0.0 0.0
C 2.5215 -2.2225 -1.1787 0.0 0.1 0.0
C 2.3005 -2.1185 -2.5418 0.0 -0.1 0.0
C 2.1451 -0.8756 -3.1459 0.0 0.0 -0.1
H 1.5966 2.3692 -2.4479 0.0 0.0 0.0
H 1.6277 1.5818 -4.0378 0.0 0.0 0.0
H 3.1293 2.0343 -3.2394 0.0 0.0 0.0
H 2.5927 1.1028 -0.4521 0.1 0.0 0.0
H 2.9358 -1.1178 0.6193 0.0 0.0 -0.1
H 2.6813 -3.1882 -0.7177 0.0 0.0 0.0
H 2.2658 -3.0120 -3.1516 0.0 0.0 0.0
H 1.9895 -0.8229 -4.2178 0.0 0.0 0.0
N -1.6900 -0.2046 1.0872 0.1 0.0 -0.1
C -2.3588 -1.4515 0.7703 0.0 0.0 -0.1
C -3.0774 -2.1473 1.7256 0.0 0.0 0.0
C -3.7311 -3.3152 1.3561 0.0 0.0 0.0
C -3.6831 -3.7582 0.0414 0.0 0.0 0.0
C -2.9609 -3.0518 -0.9097 0.0 0.0 0.0
C -2.2692 -1.8982 -0.5474 -0.1 0.0 0.1
P -1.2311 -0.8847 -1.6383 0.2 0.0 0.1
C -1.0238 -1.8557 -3.1513 0.0 0.0 0.0
C -1.3084 -1.3187 -4.4039 0.0 0.0 0.0
C -1.1104 -2.0815 -5.5483 0.0 0.0 0.0
C -0.6405 -3.3823 -5.4490 0.0 0.0 0.0
C -0.3644 -3.9260 -4.1994 0.0 0.0 0.0
C -0.5461 -3.1639 -3.0575 0.0 0.0 0.0
C -2.2683 0.5422 -2.0639 0.0 0.0 0.0
C -1.6602 1.6612 -2.6369 0.0 0.0 -0.1
C -2.4169 2.7678 -2.9860 0.0 0.0 0.0
C -3.7858 2.7750 -2.7439 0.0 0.0 0.0
C -4.3950 1.6732 -2.1612 0.0 0.0 0.0
C -3.6418 0.5553 -1.8249 0.0 0.0 0.0
H -1.7488 -0.0269 2.0852 0.0 0.0 0.1
H -2.1901 0.5660 0.6441 0.0 0.0 -0.1
H -3.1404 -1.7783 2.7437 0.0 0.0 0.0
H -4.2960 -3.8700 2.0944 0.0 0.0 0.0
H -4.2130 -4.6576 -0.2450 0.0 0.0 0.0
H -2.9310 -3.4021 -1.9321 0.0 0.0 0.0
H -1.6986 -0.3142 -4.5021 0.0 0.0 0.0
H -1.3364 -1.6576 -6.5187 0.0 0.0 0.0
H -0.4958 -3.9778 -6.3418 0.0 0.0 0.0
H -0.0085 -4.9453 -4.1163 0.0 0.0 0.0
H -0.3182 -3.5967 -2.0905 0.0 0.0 0.0
H -0.5904 1.6649 -2.8208 -0.1 0.0 0.0
H -1.9402 3.6250 -3.4454 0.0 0.0 0.0
H -4.3786 3.6408 -3.0126 0.0 0.0 0.0
H -5.4618 1.6763 -1.9777 0.0 0.0 0.0
H -4.1329 -0.3097 -1.3932 0.0 0.0 0.0
C 3.9095 -0.3057 2.6897 0.1 0.0 0.0
Si 2.9718 1.3243 2.5463 0.0 0.0 0.0
C 3.0699 2.1196 4.2366 0.0 0.0 0.0
C 3.7822 2.4483 1.2776 0.0 0.1 0.0
C 1.1147 1.0033 2.1003 0.0 -0.2 -0.2
C 0.6947 -0.1462 2.9448 -0.1 -0.1 0.1
C 0.3221 -0.1852 4.2874 0.0 0.1 0.0
C 0.0466 -1.4082 4.8761 0.0 0.0 0.0
C 0.0946 -2.5802 4.1239 0.0 0.0 0.0
C 0.3985 -2.4814 2.7843 0.0 0.0 0.1
N 0.6952 -1.2999 2.2282 0.0 -0.1 0.0
Si 0.0989 2.5999 1.9497 0.0 0.0 0.2
C 0.8442 4.1621 2.6416 0.0 0.0 -0.1
C -1.6108 2.4357 2.7332 -0.1 0.1 0.0
C -0.0215 2.7944 0.0748 0.0 -0.2 -0.1
H 4.6305 -0.4300 1.8769 0.0 0.0 0.0
H 3.2897 -1.2053 2.7299 0.0 0.1 0.0
H 4.4831 -0.2914 3.6202 0.0 0.0 -0.1
H 4.1298 2.1428 4.5116 0.0 0.0 0.0
H 2.5624 1.5360 5.0093 0.0 0.0 0.0
H 2.7028 3.1443 4.2779 0.0 -0.1 0.0
H 4.5362 3.0584 1.7847 0.0 0.0 0.0
H 3.0884 3.1441 0.7959 0.0 0.0 0.0
H 4.3072 1.8950 0.4954 0.0 0.0 0.1
H 0.2942 0.7302 4.8650 0.0 0.0 0.0
H -0.2025 -1.4499 5.9291 0.0 0.0 0.0
H -0.1075 -3.5442 4.5694 0.0 0.0 0.0
H 0.4159 -3.3450 2.1329 0.0 0.0 0.0
H 0.8143 4.1810 3.7330 0.0 0.0 0.0
H 0.2183 4.9910 2.2911 0.0 0.0 0.0
H 1.8668 4.3674 2.3196 -0.1 0.0 0.0
H -1.6876 1.6560 3.4969 0.0 0.0 0.0
H -2.4168 2.2888 2.0092 0.0 0.0 0.0
H -1.8390 3.3767 3.2407 0.0 0.0 0.0
H 0.9128 3.1963 -0.3266 0.0 0.0 0.0
H -0.8364 3.4452 -0.2516 0.0 0.0 0.1
H -0.2088 1.8515 -0.4723 0.0 0.0 -0.1
```
Positions in Å, forces in eV/Å.



A structure of composition C4H8ClNS. Source: the Open Molecules 2025 dataset; level of theory: ωB97M-V/def2-TZVPD.

For the strongest force on any atom, the calculation gives 4.2 eV/A. The LUMO energy (spin up / spin down) comes out at -1.6 / -1.6 eV. The energy is -1070.25665 a.u. Its relative energy (zero: lowest compared OMol25 entry of this formula, charge and spin) is 42.50 kcal per mole. Its molar mass is 137.635 g/mol. For the HOMO energy (spin up / spin down), the calculation gives -9.308 / -9.312 eV. The gap between HOMO and LUMO (spin up / spin down) is 7.676 / 7.682 eV.

```
15
Properties=species:S:1:pos:R:3:forces:R:3
C 0.0431 0.9744 0.0290 -0.1 -3.6 1.8
C 1.1601 0.6037 0.9917 0.5 2.0 0.0
C -0.3635 -0.3310 -0.6593 -1.0 0.2 3.4
C -1.7895 -0.3637 -1.0641 0.8 -2.7 2.1
N -0.1492 -1.4451 0.3186 1.5 0.4 0.1
S 0.9665 -1.1630 1.3816 -0.8 0.3 0.1
Cl 3.5290 -1.3461 1.7056 -1.1 0.1 -0.5
H -0.7603 1.2620 0.6190 -1.8 1.0 0.8
H 0.3017 1.6840 -0.6522 0.9 2.1 -1.8
H 2.0432 0.6344 0.3587 0.7 0.2 0.8
H 1.1636 1.3660 1.8687 0.5 -1.9 -1.2
H 0.2446 -0.4947 -1.4558 1.9 -0.7 -2.5
H -1.9742 0.4033 -1.6688 -1.3 3.2 -2.4
H -2.4580 -0.5021 -0.2462 -0.5 0.9 1.0
H -1.9571 -1.2821 -1.5266 -0.2 -1.5 -1.6
```
Positions in Å, forces in eV/Å.



Question: Which value of strongest force on any atom does entry 1 give?
Answer: 1.9 eV/A



Question: molar mass of number 2 (C37H46N2PSi2Ti)?
Answer: 653.802 g/mol



Question: Which value of energy does entry 2 give?
Answer: -3316.45588 a.u.



Question: The highest relative energy (zero: lowest compared OMol25 entry of this formula, charge and spin) belongs to which entry?
Answer: C4H8ClNS